# 1
6
Properties=species:S:1:pos:R:3 method="wB97M-V/def2-TZVPD" e_above_lowest_kcal_mol=57.93 smiles="N[N+](=O)[O-]" e_lumo_ev=0.1702
N 0.35421 -0.17045 0.05431
N 1.35003 0.12342 -1.29157
O 1.04494 -0.63665 -2.19608
O 2.12284 1.00761 -1.17992
H -0.10039 -1.08824 0.07551
H -0.16359 0.64593 0.46923



# 2
7
Properties=species:S:1:pos:R:3 method="wB97M-V/def2-TZVPD" e_above_lowest_kcal_mol=74.73 e_lumo_ev="-1.7874 / -1.8224"
N 0.43911 1.18572 -0.67041
N 1.08986 0.58169 0.05818
O -1.73149 -0.55828 -0.44681
O 1.05148 -0.78905 0.41455
S -2.95569 0.03072 0.15478
H 1.95027 0.75147 0.50824
H 0.15646 -1.20228 -0.01853



# 3
7
Properties=species:S:1:pos:R:3 method="wB97M-V/def2-TZVPD" e_above_lowest_kcal_mol=57.27 smiles="O=NNOO" e_lumo_ev=0.1229
O 1.20190 1.44211 -1.58642
N 0.64412 1.40246 -0.47310
N -0.13401 0.40025 -0.38621
O -0.87773 0.01004 0.78814
O -0.17019 -0.94850 1.53572
H -0.29044 -0.51519 -1.01706
H -0.37365 -1.79116 1.13894